18
Properties=species:S:1:pos:R:3:lowdin_charge:R:1 method="wB97M-V/def2-TZVPD" e_homo_ha=-0.3518 de_lowest_ev=0.996 mol_weight_g_mol=88.15 homo_lumo_gap_ev=10.7128 lumo_ev=1.139
C 0.78 -0.58 -2.36 -0.12
C -0.35 -0.22 -1.40 -0.28
C 0.14 0.77 -0.35 -0.19
C -0.75 0.95 0.89 -0.23
O 0.02 0.77 2.07 -0.21
C 0.04 -0.54 2.59 -0.12
H 1.15 0.31 -2.90 0.07
H 0.48 -1.32 -3.11 0.07
H 1.62 -0.98 -1.79 0.07
H -0.74 -1.13 -0.93 0.10
H -1.20 0.20 -1.95 0.11
H 1.10 0.47 0.11 0.12
H 0.27 1.74 -0.84 0.11
H -1.14 1.97 0.90 0.12
H -1.60 0.26 0.88 0.12
H 1.04 -0.75 2.98 0.09
H -0.18 -1.26 1.81 0.08
H -0.68 -0.67 3.41 0.09